Entry 1:
Entry from the Open Molecules 2025 dataset: a molecular structure, C5H8CoFO4 at a distorted geometry (ωB97M-V/def2-TZVPD).

Atoms and positions in Å:
1 C 1.25 -1.41 0.00
2 O -0.68 1.06 1.25
3 H -2.02 0.88 -1.49
4 H -3.70 0.30 -1.64
5 H 1.97 -0.84 -1.97
6 C -2.71 -0.41 0.11
7 F 3.10 -0.02 -0.52
8 C 1.79 -0.37 -0.98
9 C -2.68 0.01 -1.34
10 O 1.00 0.69 -1.03
11 H 0.48 -2.02 -0.49
12 H 2.04 -2.06 0.40
13 O 0.69 -0.69 1.10
14 H -3.41 -1.24 0.27
15 H -2.98 0.42 0.77
16 Co 0.68 2.13 0.16
17 C -0.49 -0.11 0.89
18 O -1.44 -0.94 0.55
19 H -2.35 -0.82 -1.98

Summary:
Total charge: +1
Lowest unoccupied orbital energy (spin up / spin down) in eV: -3.4 / -8.9
Multiplicity: 6
Kohn-Sham gap (spin up / spin down) in eV: 8.4 / 7.2
E_HOMO (spin up / spin down) in eV: -11.81 / -16.15

***

Entry 2:
Entry from the Open Molecules 2025 dataset: 2 unconnected molecules or ions with the total composition C5H8F2IN2O at a distorted geometry (ωB97M-V/def2-TZVPD).

Atoms and positions in Å:
1 N -1.18 0.60 1.66
2 C 0.40 -0.12 -2.37
3 H -2.14 0.52 1.59
4 H -0.66 0.49 2.51
5 H -1.98 0.00 -0.82
6 H -1.79 1.72 -0.87
7 C 1.56 -0.38 -1.40
8 C -1.26 0.83 -0.88
9 I 1.60 -1.30 4.40
10 C 1.69 0.75 -0.42
11 H 0.83 0.31 -3.25
12 F 1.53 -1.66 -0.69
13 O -0.32 1.01 -1.94
14 H -0.05 -1.07 -2.47
15 H 1.28 0.05 5.10
16 N 0.75 0.95 0.47
17 F 2.70 -0.40 -2.10
18 C -0.58 0.73 0.50
19 H 2.62 1.28 -0.36

Summary:
Total charge: +1
Lowest unoccupied orbital energy in eV: -5.6
Kohn-Sham gap in eV: 7.4
ΔE to the lowest compared entry with this formula, charge and spin in eV: 1.261
E_HOMO in eV: -12.98

***

Entry 3:
Entry from the Open Molecules 2025 dataset: a molecular structure, C5H8F2N4O at a distorted geometry (ωB97M-V/def2-TZVPD).

Atoms and positions in Å:
1 H -1.03 2.99 1.28
2 F -0.59 -0.41 -1.59
3 N 1.44 -2.69 0.00
4 C 0.45 -0.33 -0.59
5 N 0.25 -2.05 0.37
6 N 0.10 0.81 0.24
7 N -0.58 -2.52 1.05
8 H -2.76 2.49 0.93
9 H 0.76 1.17 0.93
10 H -1.31 -0.60 1.88
11 C 2.12 -2.10 -0.85
12 H -1.49 2.89 -0.37
13 O -1.58 0.35 1.82
14 H 2.85 -2.78 -1.39
15 C 1.82 -0.66 -1.21
16 H 2.72 0.01 -0.88
17 H -1.99 0.52 -0.16
18 C -1.62 2.47 0.59
19 F 1.71 -0.50 -2.61
20 C -1.29 0.94 0.58

Summary:
Lowest unoccupied orbital energy in eV: -0.2
Kohn-Sham gap in eV: 7.9
ΔE to the lowest compared entry with this formula, charge and spin in eV: 1.584
E_HOMO in eV: -8.11

***

no.,electronic energy (eV)
1,-53837.1718
2,-23869.1140
3,-18752.6174